Record 1
Computed, not measured: C8H27BCsNO2 as an isolated structure at a distorted geometry, with the ωB97M-V functional and the def2-TZVPD basis.

Geometry as XYZ:
```
40
C8H27BCsNO2 the ωB97M-V functional and the def2-TZVPD basis
Cs 1.44 -0.87 -1.46
B 1.10 0.63 -4.37
H 1.06 0.78 -5.53
H 0.25 1.26 -3.90
H 1.01 -0.47 -4.09
H 2.08 1.11 -3.97
C -1.22 -0.36 3.09
C -0.38 -0.58 1.82
N -0.98 -1.40 0.78
C -1.29 -2.76 1.23
C 0.02 -3.55 1.51
C -2.23 -0.84 0.23
C -2.07 0.54 -0.40
H -0.61 0.14 3.85
H -1.60 -1.26 3.58
H -2.05 0.33 2.95
H -0.15 0.42 1.44
H 0.60 -0.97 2.09
H -1.95 -2.77 2.10
H -1.77 -3.31 0.42
H 0.64 -3.55 0.62
H 0.57 -3.10 2.33
H -0.25 -4.58 1.75
H -2.97 -0.80 1.05
H -2.58 -1.56 -0.51
H -2.90 0.77 -1.06
H -1.20 0.46 -1.05
H -1.92 1.30 0.36
C 2.59 1.33 1.41
O 2.79 -0.01 1.00
H 2.11 1.94 0.64
H 1.87 1.35 2.23
H 3.51 1.86 1.68
H 3.10 -0.54 1.74
C 0.43 3.49 -2.18
O 1.10 2.29 -1.86
H 0.43 4.16 -1.32
H 0.95 4.02 -2.99
H -0.60 3.32 -2.49
H 1.06 1.78 -2.71
```

Computed properties:
LUMO energy: -0.318 eV
HOMO level: -8.70 eV
E_tot: -571.12906 a.u.

=====

Record 2
Computed, not measured: an isolated ion of composition C3H4NO2 and charge -1 at a distorted geometry, with the ωB97M-V functional and the def2-TZVPD basis.

Geometry as XYZ:
```
10
C3H4NO2 the ωB97M-V functional and the def2-TZVPD basis
O 2.57 -0.53 0.17
C 1.57 0.22 0.09
C 0.55 0.98 0.17
C 0.04 -0.15 -0.62
N -0.80 -1.15 -0.02
O -2.11 -0.45 0.30
H 0.44 2.01 0.55
H -0.13 -0.11 -1.72
H -0.20 -1.39 0.82
H -1.93 0.57 0.26
```

Computed properties:
LUMO energy: 4.411 eV
HOMO level: -2.71 eV
Charge: -1
Relative energy (zero: lowest compared OMol25 entry of this formula, charge and spin): 523.1 kJ/mol
SMILES string: [O-]C1=C[C@@H]1NO
E_tot: -321.81346 a.u.

=====

Record 3
Computed, not measured: C23H14Cl3N2O4PtS as an isolated structure, with the ωB97M-V functional and the def2-TZVPD basis.

Geometry as XYZ:
```
48
C23H14Cl3N2O4PtS the ωB97M-V functional and the def2-TZVPD basis
Pt 0.99 -0.11 -0.32
Cl -2.05 -3.39 -3.36
C -0.72 -3.73 -2.29
C -0.40 -5.05 -2.03
C 0.66 -5.38 -1.21
Cl 1.06 -7.07 -0.96
C 1.42 -4.37 -0.60
C 2.54 -4.61 0.23
C 3.22 -3.55 0.77
C 2.77 -2.25 0.53
N 1.70 -2.01 -0.22
C 1.05 -3.03 -0.83
C -0.02 -2.63 -1.74
O -0.24 -1.42 -1.99
H -0.98 -5.84 -2.50
H 2.86 -5.62 0.42
H 4.09 -3.70 1.40
H 3.24 -1.39 0.98
Cl -0.32 -2.97 2.43
C -1.32 -1.55 2.21
C -2.69 -1.71 2.34
C -3.52 -0.61 2.20
C -2.97 0.64 1.93
C -1.60 0.77 1.79
C -0.73 -0.32 1.91
C 0.73 -0.14 1.70
H -3.09 -2.69 2.55
H -4.59 -0.74 2.28
H -3.61 1.50 1.82
H -1.17 1.74 1.58
H 1.30 -0.97 2.12
H 1.08 0.79 2.14
O -1.22 1.75 -2.01
C -0.44 2.38 -1.35
N 0.52 1.87 -0.50
S 1.47 3.01 0.18
O 1.31 3.05 1.61
O 2.82 2.96 -0.32
C 0.62 4.38 -0.54
C 0.84 5.73 -0.37
C -0.01 6.60 -1.05
C -1.03 6.11 -1.86
C -1.23 4.75 -2.02
C -0.39 3.89 -1.34
H 1.63 6.09 0.26
H 0.13 7.67 -0.95
H -1.67 6.82 -2.38
H -2.02 4.35 -2.64
```

Computed properties:
LUMO energy: 2.408 eV
HOMO level: -4.39 eV
Charge: -1
Relative energy (zero: lowest compared OMol25 entry of this formula, charge and spin): 19.8 kJ/mol
E_tot: -3193.54832 a.u.

=====

Record 4
Computed, not measured: a 11-piece molecular cluster, C40H59Cl20IO5P2 overall at a distorted geometry, with the ωB97M-V functional and the def2-TZVPD basis.

Geometry as XYZ:
```
127
C40H59Cl20IO5P2 the ωB97M-V functional and the def2-TZVPD basis
C 6.91 -0.09 0.48
C 5.99 0.60 -0.31
C 5.91 2.14 -0.28
C 6.99 3.06 -0.65
C 8.38 2.51 -1.16
C 9.38 3.67 -1.52
C 8.04 1.62 -2.48
C 8.70 2.15 -3.80
C 6.72 4.49 -0.55
C 5.43 5.05 -0.11
I 5.12 7.20 -0.05
C 4.36 4.15 0.25
C 4.63 2.69 0.15
C 3.39 1.77 0.53
O 3.46 0.77 1.19
C 2.02 2.30 -0.01
C 1.09 1.36 -0.59
C -0.17 1.91 -1.10
P -1.40 0.78 -1.91
O -0.82 0.37 -3.26
C -0.47 3.35 -0.99
C 0.49 4.31 -0.40
P 0.05 6.13 -0.27
O 1.40 7.10 -0.49
O -0.91 6.43 -1.65
C 1.76 3.76 0.07
C 2.92 4.61 0.69
O 2.75 5.51 1.47
H 6.51 -0.81 1.23
H 8.01 0.09 0.35
H 5.29 -0.01 -0.95
H 8.81 1.79 -0.41
H 8.87 4.37 -2.23
H 9.60 4.25 -0.59
H 10.34 3.32 -1.97
H 6.92 1.64 -2.65
H 8.28 0.54 -2.28
H 9.82 2.14 -3.81
H 8.26 3.15 -4.06
H 8.38 1.46 -4.64
H 7.49 5.24 -0.84
H 1.37 0.29 -0.63
H -2.64 1.43 -2.21
H -1.58 -0.43 -1.18
H -1.45 3.68 -1.41
H 2.15 6.61 -0.87
H -0.35 6.29 -2.44
Cl 3.75 1.24 -2.99
C 2.89 1.07 -4.54
C 2.54 2.41 -5.14
Cl 1.30 3.28 -4.19
H 2.00 0.47 -4.37
H 3.55 0.52 -5.21
H 2.13 2.28 -6.14
H 3.42 3.06 -5.21
Cl 2.22 3.06 -8.22
C 0.75 4.06 -8.43
C 0.94 5.14 -9.47
Cl 2.08 6.40 -8.93
H 0.49 4.47 -7.46
H -0.04 3.38 -8.74
H -0.01 5.63 -9.66
H 1.31 4.73 -10.41
Cl -2.30 -1.37 0.80
C -3.62 -2.57 0.93
C -3.38 -3.72 -0.01
Cl -3.54 -3.21 -1.71
H -4.57 -2.06 0.72
H -3.64 -2.91 1.96
H -4.12 -4.51 0.17
H -2.39 -4.15 0.13
Cl 1.64 -2.03 -5.81
C 0.06 -2.74 -6.23
C -0.95 -2.60 -5.11
Cl -0.53 -3.61 -3.70
H 0.22 -3.78 -6.50
H -0.30 -2.21 -7.11
H -1.93 -2.93 -5.45
H -1.03 -1.57 -4.77
Cl -6.60 -5.00 0.93
C -8.04 -3.98 0.70
C -7.83 -2.90 -0.34
Cl -6.68 -1.65 0.22
H -8.31 -3.56 1.67
H -8.85 -4.64 0.37
H -8.77 -2.39 -0.53
H -7.46 -3.30 -1.27
Cl -6.03 -5.83 4.04
C -5.04 -4.53 4.76
C -5.84 -3.29 5.07
Cl -6.37 -2.45 3.59
H -4.21 -4.32 4.08
H -4.62 -4.94 5.69
H -5.22 -2.58 5.62
H -6.72 -3.51 5.66
Cl 1.46 -0.37 5.97
C 2.14 0.97 5.00
C 3.57 0.71 4.59
Cl 4.69 0.75 5.98
H 2.05 1.88 5.58
H 1.51 1.06 4.11
H 3.90 1.48 3.90
H 3.67 -0.26 4.10
Cl -8.15 -5.30 6.83
C -9.90 -5.61 6.67
C -10.42 -5.23 5.30
Cl -10.40 -3.47 5.04
H -10.41 -5.07 7.46
H -10.05 -6.68 6.84
H -11.45 -5.55 5.20
H -9.83 -5.69 4.51
Cl -13.24 -3.21 7.92
C -12.75 -1.54 8.29
C -13.51 -0.52 7.46
Cl -13.06 -0.59 5.74
H -11.67 -1.46 8.13
H -12.95 -1.38 9.35
H -13.28 0.48 7.81
H -14.58 -0.67 7.53
Cl 9.96 -4.40 2.02
C 8.22 -4.77 1.88
C 7.66 -4.37 0.53
Cl 7.61 -2.60 0.32
H 7.70 -4.27 2.69
H 8.11 -5.85 2.02
H 6.64 -4.73 0.43
H 8.25 -4.80 -0.29
```

Computed properties:
LUMO energy: -0.904 eV
HOMO level: -7.96 eV
SMILES string: C=Cc1c([C@H](C)CC)cc(I)c2c1C(=O)c1cc([PH2]=O)cc(P(O)O)c1C2=O.ClCCCl.ClCCCl.ClCCCl.ClCCCl.ClCCCl.ClCCCl.ClCCCl.ClCCCl.ClCCCl.ClCCCl
E_tot: -12119.89130 a.u.

=====

Record 5
Computed, not measured: one molecule with the formula C20H25ClN2O4S2, with the ωB97M-V functional and the def2-TZVPD basis.

Geometry as XYZ:
```
54
C20H25ClN2O4S2 the ωB97M-V functional and the def2-TZVPD basis
C 5.10 -3.04 -0.44
C 3.79 -3.77 -0.71
O 2.68 -3.13 -0.09
C 2.15 -2.01 -0.64
C 1.10 -1.44 0.09
C 0.46 -0.31 -0.38
C 0.86 0.28 -1.57
N 0.22 1.45 -2.05
C -0.82 1.27 -3.05
C -1.87 0.25 -2.61
O -1.98 -0.84 -3.15
N -2.63 0.66 -1.58
C -3.67 -0.18 -1.02
C -3.53 -0.35 0.49
S -4.13 1.10 1.43
C -2.57 1.84 2.04
C -1.73 0.89 2.84
C -0.35 0.91 2.70
C 0.44 0.03 3.43
C -0.16 -0.87 4.30
Cl 0.82 -1.98 5.19
C -1.54 -0.88 4.46
C -2.31 0.00 3.73
S 0.06 2.75 -1.04
C 0.80 4.07 -2.02
O -1.33 3.07 -0.84
O 0.86 2.55 0.13
C 1.90 -0.28 -2.29
C 2.54 -1.42 -1.84
H 5.27 -2.97 0.63
H 5.09 -2.04 -0.85
H 5.92 -3.60 -0.89
H 3.81 -4.76 -0.26
H 3.61 -3.88 -1.79
H 0.80 -1.90 1.02
H -0.35 0.12 0.19
H -1.29 2.24 -3.21
H -0.37 0.92 -3.98
H -2.49 1.58 -1.19
H -3.59 -1.15 -1.51
H -4.65 0.25 -1.24
H -4.15 -1.19 0.81
H -2.50 -0.54 0.78
H -2.02 2.26 1.20
H -2.92 2.67 2.67
H 0.12 1.61 2.03
H 1.51 0.04 3.31
H -1.99 -1.58 5.14
H -3.39 -0.02 3.84
H 0.27 4.15 -2.96
H 0.71 4.99 -1.45
H 1.84 3.82 -2.17
H 2.21 0.17 -3.22
H 3.34 -1.83 -2.43
```

Computed properties:
LUMO energy: 0.304 eV
HOMO level: -8.50 eV
Relative energy (zero: lowest compared OMol25 entry of this formula, charge and spin): 15.4 kJ/mol
SMILES string: CCOc1ccc(N(CC(=O)NCCSCc2ccc(Cl)cc2)S(C)(=O)=O)cc1
E_tot: -2444.16751 a.u.

=====

Record 6
Computed, not measured: a 3-piece molecular cluster, CClNO3S2 overall at a distorted geometry, with the ωB97M-V functional and the def2-TZVPD basis.

Geometry as XYZ:
```
8
CClNO3S2 the ωB97M-V functional and the def2-TZVPD basis
C -4.74 -7.13 0.24
N -4.93 -8.25 -0.06
O -4.47 -6.02 0.61
O 5.42 7.52 -1.97
O 3.46 8.37 -0.76
S -5.39 -9.81 -0.36
S 4.70 7.60 -0.66
Cl 5.95 7.72 2.96
```

Computed properties:
LUMO energy: 2.667 eV
HOMO level: -1.95 eV
Charge: -2
Relative energy (zero: lowest compared OMol25 entry of this formula, charge and spin): 15.4 kJ/mol
E_tot: -1575.23629 a.u.